Computed, not measured: a cluster of 2 separate species, C3H8N2 in total in a non-equilibrium geometry, with the ωB97M-V functional and the def2-TZVPD basis.

CARTESIAN COORDINATES (ANGSTROEM)
H -1.3426 -0.8586 1.9591
H -1.9655 1.3525 0.1795
H 2.6047 0.2812 -1.8432
H 0.8482 -2.5614 -0.2190
H -2.3771 1.4123 1.8668
N 1.1473 -0.4293 -0.6773
N -1.9468 0.8527 1.0693
H 1.1859 1.0287 -2.1174
C -1.5072 -0.3886 1.1661
C 1.0607 -1.4869 -0.1944
H -1.3623 -1.3957 0.6867
C 1.7528 0.6557 -1.2678
H 1.9018 1.5373 -0.6083

Results
LUMO level in hartree: -0.3803
E in hartree: -227.77199
Orbital gap in eV: 11.408
Charge: +2
ΔE to the lowest compared entry with this formula, charge and spin in kJ/mol: 295.25
Highest occupied orbital energy in Ha: -0.79952
Molecular weight in g/mol: 72.1

Here are the Mulliken charges for atoms 1 to 4, given in e: 0.415 0.299 0.370 0.442

***

Computed, not measured: a structure of composition C3H4I2 in a non-equilibrium geometry, with the ωB97M-V functional and the def2-TZVPD basis.

CARTESIAN COORDINATES (ANGSTROEM)
H 0.4621 -1.7915 0.0589
I 0.8007 2.1601 -1.3311
H -0.0152 -0.9881 -1.5429
C -0.8292 0.0137 0.2906
I 1.8931 0.6675 1.7549
H -1.1247 -0.2755 1.2960
H -1.6522 0.4645 -0.2520
C -0.0155 -0.9905 -0.4698
C 0.4810 0.7398 0.1954

Results
LUMO level in hartree: -0.0046
E in hartree: -712.01151
Orbital gap in eV: 8.238
Charge: 0
ΔE to the lowest compared entry with this formula, charge and spin in kJ/mol: 111.02
Highest occupied orbital energy in Ha: -0.30731
Molecular weight in g/mol: 293.9

Here are the Mulliken charges for atoms 1 to 4, given in e: 0.273 0.109 0.270 -0.345

***

Computed, not measured: a structure of composition C34H58N13O2Ru in a non-equilibrium geometry, with the ωB97M-V functional and the def2-TZVPD basis.

CARTESIAN COORDINATES (ANGSTROEM)
H 2.3992 5.6956 -1.2385
H -1.7451 -0.8669 0.9726
H 2.6554 5.6914 -2.9889
C 0.8987 -4.9276 2.5687
H -1.6123 -5.0001 1.6894
O 4.9940 -0.5265 -0.0674
N -0.5070 0.8461 1.9986
C 1.8110 1.7240 -2.5615
H -4.8109 -2.6860 0.3197
C 1.2673 -1.0450 3.7213
H -2.7506 -2.7217 -3.0184
C 5.9101 -2.4429 0.8877
N 0.1820 -3.9553 1.7757
H 1.8268 2.5917 0.9826
H -2.2536 2.7163 -1.8340
C -3.4428 2.9086 1.7680
H -4.5077 -2.6817 -3.2110
H 4.2730 0.1242 0.0872
H 0.5988 -0.4626 -3.8935
H -4.2650 0.6315 -3.7620
C 0.5933 4.1785 -3.6335
H -1.2976 2.1819 3.3613
C 0.4432 -2.6024 1.8738
H 0.2805 -5.3691 3.3541
H 0.5692 -0.3809 4.2493
N 0.4815 -2.1397 3.1546
H -3.4770 -1.8251 -4.3652
H -0.0684 -1.8149 -2.9740
C -4.2447 3.4586 0.7860
C -2.8497 -0.8141 -1.3223
C -3.5880 -2.0935 -3.3116
H 3.0635 0.3366 -1.5276
C 0.7949 -2.5568 -0.4492
H 1.9588 -1.4542 4.4727
C 3.8587 -1.5077 1.8303
H 2.1248 4.2408 1.5833
H -1.4428 -3.7094 0.4912
C -4.8100 -1.6795 -0.1057
H 1.2608 6.5392 -2.3109
C -0.3148 -2.7722 4.1888
N -3.6251 -0.9086 -2.4945
H 1.3341 0.5498 2.4880
C 2.3075 0.3072 -2.3115
O 2.7549 0.3355 0.8229
H -4.3911 3.8473 -1.3268
H -1.0806 -3.4029 3.7519
N -1.6290 -0.3837 -1.3524
H 2.0011 -2.5014 -2.2309
H -5.2827 -1.7096 -1.0795
C 1.0447 3.5558 -1.2629
C 1.7640 -1.8374 -1.3853
C 4.9058 -1.4717 0.8741
C -2.2419 2.3164 1.3859
H -5.1839 3.9253 1.0409
C -2.6069 2.7742 -0.8152
H -0.5578 -5.2435 0.2923
H -5.3997 -1.0357 0.5513
C -1.2897 1.7518 2.3518
C 0.2074 -0.7602 -2.9141
H -1.7633 -0.0652 -3.4481
H 0.5748 3.4549 1.9221
C 3.8998 -2.5408 2.7821
N 1.9443 -0.2249 2.7795
H 6.6852 -2.3642 0.1415
C -0.9133 -4.5010 1.0114
H 1.3336 3.7896 -4.3408
C 0.0736 5.3345 0.1300
H 0.6969 6.1460 0.5141
C -4.5724 0.1162 -2.8449
H -0.8001 1.1039 -2.5111
N 0.8242 4.1129 -0.0451
H -0.1779 -2.6501 -0.9454
C -2.7870 -1.1688 1.0975
N -1.8317 2.2401 0.1133
Ru 0.2935 0.5828 0.0641
H 0.2211 5.1243 -4.0330
C 1.8982 5.6580 -2.2017
H 2.7771 -0.0808 -3.2287
H -5.5623 -0.3137 -3.0220
H -2.8376 -2.1628 1.5484
H -0.3811 5.6435 -0.8072
N 1.1490 4.4223 -2.3192
H -3.7319 2.9182 2.8074
H 4.9072 -4.2631 3.5349
C -3.8089 3.4075 -0.5317
N 0.6375 -1.8594 0.8172
H 2.6907 -1.6491 -0.8411
H 6.6898 -4.1853 1.8239
N -3.4518 -1.1911 -0.1813
H -4.6373 0.8426 -2.0380
H -3.2859 -0.4634 1.7667
H 1.1292 1.7038 -3.4168
H -0.2485 3.4907 -3.5663
C 2.8223 -0.4744 1.7843
H -0.7304 5.1534 0.8506
H 0.2977 -3.3641 4.8723
H 1.2232 -5.7319 1.9044
H 2.6683 2.3519 -2.8317
H 1.1931 -3.5641 -0.2840
H 1.7796 -4.4729 3.0140
H 3.1317 -2.6160 3.5288
C 5.9093 -3.4417 1.8302
N 1.1687 2.2556 -1.3729
C 4.8993 -3.4853 2.7871
N 1.2220 -0.5712 -1.8730
C 1.3654 3.5634 1.1765
C -1.0619 0.0453 -2.6139
H -0.8120 -1.9934 4.7684

Results
LUMO level (alpha / beta) in hartree: -0.2469 / -0.2230
Spin multiplicity: 2
E in hartree: -2286.99136
Orbital gap (alpha / beta) in eV: 6.291 / 6.948
Charge: +2
Highest occupied orbital energy (alpha / beta) in Ha: -0.47814 / -0.47833
Molecular weight in g/mol: 782.0
Expectation value of S²: 0.817

Here are the Mulliken charges for atoms 1 to 4, given in e: 0.339 0.162 0.420 -1.135

***

Computed, not measured: a structure of composition C37H49BeBrN2P2S in a non-equilibrium geometry, with the ωB97M-V functional and the def2-TZVPD basis.

CARTESIAN COORDINATES (ANGSTROEM)
H 0.5026 -1.2797 -5.5004
C -4.7267 0.8368 0.3339
C -3.6910 -0.1359 0.1153
P -0.1509 1.6938 0.0590
H 3.3108 1.4610 -4.5482
H 0.2512 -1.8996 -3.0974
N 2.6164 -2.3305 0.8127
N -6.5613 2.9049 0.6304
C -0.2067 -3.0387 0.9597
H -0.4706 1.1319 2.3480
C -0.7454 -2.4848 4.1542
C -0.8214 -1.8682 0.5354
C 2.6833 -0.7407 -3.0226
H 2.0034 4.8655 -0.2263
C 2.8212 -1.6611 -4.2288
H 1.4450 2.6063 -3.1863
H -2.0291 1.5269 -1.3862
H 0.0778 -0.5455 3.5930
C -0.9672 1.8807 1.7089
C -0.4461 -3.8515 4.2925
C -0.9032 3.2456 2.3887
H 2.4251 2.7446 -5.3924
H -1.4309 4.0273 1.8276
H 3.8022 -2.1501 -4.1909
H -1.1971 -1.5623 -5.1440
H 2.7609 -1.3266 -2.0936
C 4.2001 -1.4151 4.0035
Br 3.4574 -4.8505 -0.4271
C -5.3777 1.3911 -0.7816
H -1.2410 -4.5507 4.5551
H 2.7989 -1.1134 -5.1763
C 1.2497 1.7567 -3.8707
C -1.9377 -2.0483 -0.2875
H 3.5453 -2.1644 0.4135
H -0.8605 2.6897 -2.0376
C 1.0355 4.3464 -0.2273
H -2.9484 3.2323 0.1849
H 2.8625 -3.7820 3.4519
C 1.8298 -3.4551 3.5740
H -1.0595 -5.1859 -1.4048
H 2.0705 -2.4556 -4.2622
H -0.5265 -0.8694 0.8550
H -5.1585 1.0082 -1.7756
C -6.2843 2.4389 -0.5851
H 5.8363 -1.8185 5.3385
H 7.3526 -0.1277 4.2967
H 0.2531 1.9446 -4.3099
C 0.2249 -1.6214 3.6550
C -5.1226 1.2700 1.6158
H 4.3005 0.6869 1.3253
P 1.1541 0.2485 -2.7266
C -0.1010 -0.9109 -3.4261
H 6.4929 1.2578 2.3951
H -4.7274 0.7916 2.5098
C -2.8878 -0.9849 -0.2509
H 0.5965 4.4853 -1.2225
H -0.2145 -3.3454 1.9931
H 2.0759 1.0452 -5.7730
H -6.3582 2.6945 2.6913
C -6.0465 2.3223 1.7104
H -1.3962 3.1705 3.3668
C -2.3043 3.5347 -0.6517
C 1.2716 2.8789 0.1123
H -1.7313 -2.0892 4.4078
C 1.4374 -2.1659 3.1785
S 2.2961 -1.2416 1.9555
C 0.8579 -4.3221 4.0873
C 3.8272 -0.8212 2.7983
C 5.4990 -1.2285 4.4896
C -2.0445 -3.3053 -0.9216
H 3.5152 -0.0257 -3.0282
C 0.1235 -3.9266 -0.0415
H -2.0080 1.5436 1.5896
H -1.7465 4.4390 -0.3717
H 0.1286 3.5707 2.5688
C -0.3519 -0.8958 -4.9275
H -2.9184 -3.4696 -1.5504
C 6.3499 -0.2941 3.8941
H 1.7059 2.7873 1.1197
H 1.1180 -5.3584 4.3359
H 2.0063 2.4471 -0.5880
C 2.3287 1.7380 -4.9559
H -2.9766 3.8154 -1.4748
H 0.4061 4.8538 0.5148
C 5.8808 0.4595 2.8090
C -1.4038 2.3962 -1.1244
H -0.6141 0.1018 -5.2990
C 4.6458 0.1685 2.2217
H -6.7742 2.9017 -1.4448
H -1.0219 -0.7036 -2.8605
Be 1.8654 -3.7142 0.2387
H 3.4904 -2.0344 4.5450
C -0.9814 -4.2499 -0.8396

Results
LUMO level (alpha / beta) in hartree: -0.2998 / -0.2857
E in hartree: -5217.72446
Orbital gap (alpha / beta) in eV: 5.627 / 6.036
Charge: +2
ΔE to the lowest compared entry with this formula, charge and spin in kJ/mol: 80.38
Highest occupied orbital energy (alpha / beta) in Ha: -0.50660 / -0.50749
Molecular weight in g/mol: 704.7

Here are the Mulliken charges for atoms 1 to 4, given in e: 0.275 0.394 0.018 0.917

***

Computed, not measured: a cluster of 6 separate species, C2H16O5S in total in a non-equilibrium geometry, with the ωB97M-V functional and the def2-TZVPD basis.

CARTESIAN COORDINATES (ANGSTROEM)
H -0.3530 -1.5412 -0.8568
O 0.1118 1.8443 -0.5072
H 2.2913 -1.6837 -0.0874
H 1.3865 -0.6854 -2.8163
H -0.4087 -0.5151 1.5206
H 0.0457 -1.0791 3.3075
S -2.1285 -0.0597 -1.9401
H -1.8251 0.9584 -1.1705
C 0.3845 -0.4276 -2.4182
H -1.1071 -2.2103 -2.3649
H 0.8465 0.2190 -1.7744
C -0.7821 -1.2831 -1.8758
O 2.2482 1.1428 1.8438
H -0.8453 0.1623 3.5936
H 2.6847 -0.5451 0.8619
O -0.9620 0.1704 1.2461
H 1.7779 1.7937 1.2677
H 1.1220 1.9123 -0.6626
O 0.0626 -0.1881 3.5497
O 2.3040 -1.5132 0.8315
H 0.0151 0.1055 -3.4053
H -1.8416 -0.1543 1.0101
H 2.5319 1.6589 2.4976
H 0.0046 1.1745 0.1732

Results
LUMO level (alpha / beta) in hartree: -0.1345 / -0.3255
Spin multiplicity: 2
E in hartree: -859.75413
Orbital gap (alpha / beta) in eV: 10.371 / 5.169
Charge: +1
ΔE to the lowest compared entry with this formula, charge and spin in kJ/mol: 266.25
Highest occupied orbital energy (alpha / beta) in Ha: -0.51559 / -0.51541
Molecular weight in g/mol: 152.2
Expectation value of S²: 0.753

Here are the Mulliken charges for atoms 1 to 4, given in e: 0.119 -0.655 0.278 0.380

***

Computed, not measured: the ion C6H12N3O with charge +1 in a non-equilibrium geometry, with the ωB97M-V functional and the def2-TZVPD basis.

CARTESIAN COORDINATES (ANGSTROEM)
H -0.8648 -0.8846 -1.6050
H -2.1973 0.0037 0.2953
C -0.3116 -0.8684 -0.6960
N -0.5308 0.5428 2.5100
H 1.1277 0.6455 -2.8322
N 0.7509 2.2224 0.7940
O 0.6333 2.7488 2.0059
H -1.2410 0.2157 3.1296
H -0.2150 1.3335 -2.4236
N -0.3666 0.2367 1.2979
H -0.7823 -2.8328 -0.4145
C 0.7298 0.2452 -0.7747
H 0.6352 -2.6422 -1.3891
H 0.0830 2.0987 2.6466
H 1.6907 -0.2938 -0.7083
C -1.1856 -0.6150 0.4702
H 1.2387 2.0150 -1.7163
C 0.5054 1.0429 0.4968
H -1.4329 -1.5777 1.0032
C 0.1980 -2.3449 -0.5085
C 0.7696 1.0989 -2.0107
H 0.7655 -2.3904 0.4294

Results
LUMO level (alpha / beta) in hartree: -0.2445 / -0.2446
E in hartree: -474.89475
Orbital gap (alpha / beta) in eV: 8.130 / 8.127
Charge: +1
ΔE to the lowest compared entry with this formula, charge and spin in kJ/mol: 672.78
Highest occupied orbital energy (alpha / beta) in Ha: -0.54327 / -0.54322
Molecular weight in g/mol: 142.2
SMILES string: [H]/N=[N+]1\C[C@H](C)[C@@H](C)\C1=N\O

Here are the Mulliken charges for atoms 1 to 4, given in e: 0.464 0.323 -0.103 -1.049

***

Question: What is the formula in the second record?
Answer: C3H4I2